Entry from OMol25: a 2-piece molecular cluster, C4H11N2OS overall at a distorted geometry (wB97M-V/def2-TZVPD).

```
19
Properties=species:S:1:pos:R:3:forces:R:3
C 1.7072 2.4706 -0.1295 1.4976 -2.1613 0.6227
C 0.4653 2.8378 -0.8563 0.5837 1.0626 -1.1979
C -0.6047 1.8159 -0.9021 -1.4748 -0.9307 -0.8314
S -0.1855 0.2042 -1.7410 0.2848 0.6753 0.1626
H 1.4779 1.8098 0.7693 0.2488 0.9632 -0.8482
H 2.2816 3.3410 0.1682 0.0647 0.2125 0.2800
H 2.4052 1.8466 -0.7569 -0.7823 0.4751 0.4901
H 0.0847 3.7439 -0.3855 -0.3602 0.2360 0.0318
H 0.7098 3.1184 -1.9148 -0.0671 -0.1334 0.7363
H -1.4024 2.2849 -1.5222 0.1109 -0.4391 0.5506
H -1.0133 1.6334 0.1039 0.1082 -0.0447 -0.1767
N -1.1587 -1.9812 0.3041 0.0572 -0.9440 1.7391
C -0.4142 -2.0846 1.4750 1.2152 1.4002 -2.0103
N 0.7212 -1.2325 1.4010 -1.6405 -1.3297 1.3447
O -0.6125 -2.8019 2.4432 -0.5283 -0.0400 -0.0899
H -2.0033 -2.5437 0.3478 0.2960 0.4173 -0.4755
H -0.8568 -1.3651 -0.5052 -0.5259 -0.1938 0.7092
H 0.9171 -0.9294 0.4683 0.6807 0.4434 -0.4762
H 1.4086 -1.5343 2.0788 0.2315 0.3312 -0.5609
```
Positions in Å, forces in eV/Å.

- Kohn-Sham gap: 7.11 eV
- Highest occupied orbital energy: -3.26 eV
- Total charge: -1

=====

Entry from OMol25: an isolated ion of composition C4H11N2OS and charge +1 at a distorted geometry (wB97M-V/def2-TZVPD).

```
19
Properties=species:S:1:pos:R:3:forces:R:3
N 2.1026 0.8286 1.5324 -0.0021 -0.1888 -0.3401
C 1.8310 0.6551 0.2372 -1.5875 1.0437 -0.6358
O 2.5766 0.9448 -0.6756 0.6143 -0.3070 0.0238
C 0.3248 0.3846 -0.2353 1.1026 -0.8832 1.2600
N 0.5173 -0.0098 -1.6611 -0.4684 0.4267 -0.9501
C -0.4540 -0.6996 0.5249 0.5965 0.3842 0.3022
C -1.9201 -0.9380 0.1523 0.8357 -1.8935 -1.5715
S -3.1171 0.1010 0.8491 -1.3234 1.2922 0.7082
H 2.9744 1.2921 1.7357 0.0950 -0.1875 0.2282
H 1.5095 0.5136 2.2745 -0.0845 0.0442 0.1520
H -0.2244 1.3208 -0.0982 0.1782 0.0939 -0.7171
H 1.1680 0.5676 -2.2086 0.0538 0.7011 0.6779
H -0.3888 0.0364 -2.1304 0.0902 -0.5616 -0.1729
H 0.9867 -0.9165 -1.7569 -0.6365 -0.2535 0.2849
H -0.3460 -0.3409 1.5603 -0.4717 -0.4956 -0.0860
H 0.0710 -1.6475 0.4453 0.2557 -0.1931 0.0553
H -2.0112 -1.1901 -0.9310 -0.0851 0.9105 0.3035
H -2.2469 -1.9403 0.4705 0.5208 0.2308 0.6101
H -3.3534 1.0381 -0.0852 0.3165 -0.1637 -0.1327
```
Positions in Å, forces in eV/Å.

- Kohn-Sham gap: 9.30 eV
- Highest occupied orbital energy: -12.83 eV
- SMILES string: NC(=O)[C@@H]([NH3+])CCS
- Total charge: +1

=====

Entry from OMol25: an isolated ion of composition C4H11N2OS and charge +1 at a distorted geometry (wB97M-V/def2-TZVPD).

```
19
Properties=species:S:1:pos:R:3:forces:R:3
C 1.4357 0.0095 2.1008 1.6728 0.7733 -1.8676
N 0.0754 -0.4797 1.9625 2.2267 -1.7716 3.8799
C -0.7081 -0.4468 0.9097 -1.1985 0.8830 -0.3318
O -1.8167 -0.9371 0.9838 -0.9703 -0.6944 -0.5414
C -0.4765 0.3763 -0.4267 3.6481 0.6916 2.0813
N -1.8848 0.6165 -0.8800 3.1218 3.8538 -2.5912
C 0.5440 -0.4040 -1.3570 -3.9048 -2.7935 -0.1586
S 0.1670 -0.0461 -3.1466 0.4819 -0.1410 0.3828
H 1.7502 0.4688 1.1281 -0.1530 -0.4913 0.7335
H 2.2541 -0.6669 2.4005 -0.9011 -0.8226 -0.5900
H 1.6532 0.7781 2.8126 -1.0903 0.8715 0.6872
H -0.1982 -1.1391 2.8124 0.0781 1.8875 -2.8081
H 0.1457 1.3656 -0.2795 -2.1205 -1.3643 0.0589
H -2.4344 1.0341 -0.0600 0.4690 -1.0392 -1.8225
H -2.2069 -0.2222 -1.3357 -1.0231 -0.4455 0.3710
H -1.5829 1.3503 -1.7426 -1.9214 -1.9372 2.5240
H 0.3738 -1.5233 -1.0474 0.3212 1.7203 -1.3321
H 1.5185 -0.2184 -1.0678 1.8743 0.9032 0.4386
H 1.3908 0.0845 -3.7673 -0.6108 -0.0834 0.8861
```
Positions in Å, forces in eV/Å.

- Kohn-Sham gap: 10.12 eV
- Highest occupied orbital energy: -13.57 eV
- SMILES string: CNC(=O)[C@H]([NH3+])CS
- Total charge: +1

=====

Entry from OMol25: an isolated ion of composition C4H11N2S and charge -1 at a distorted geometry (wB97M-V/def2-TZVPD).

```
18
Properties=species:S:1:pos:R:3:forces:R:3
C -0.2709 0.3050 -1.9665 -0.1774 -1.3480 1.4370
C 0.2239 0.1574 -0.5055 1.2109 1.7269 -0.5978
C 1.7161 -0.2624 -0.5096 -0.2581 1.2451 -0.3072
S 2.8824 0.8748 -1.3344 0.0341 0.4835 -0.2425
N -0.6099 -0.7245 0.2831 -0.0312 -1.0078 0.3373
C -0.7544 -0.5110 1.7187 -1.0756 1.0915 -0.2616
N -1.5282 0.7110 2.0414 0.5224 0.2198 -0.7501
H -1.2689 0.7208 -2.0340 -0.1493 0.4435 0.0357
H 0.4849 0.8192 -2.5480 -0.0210 -0.0080 -0.1726
H -0.3963 -0.7523 -2.2298 0.1775 0.0870 -0.7647
H 0.2411 1.1565 -0.0391 -0.2108 -0.1400 -0.0449
H 1.8241 -1.1731 -1.0991 -0.0707 -0.6730 0.8457
H 2.0381 -0.1828 0.5316 -0.0099 -1.2178 0.0233
H -0.1977 -1.6566 0.2309 -0.2080 0.0150 -0.4240
H 0.1530 -0.4130 2.3186 0.3023 -0.3486 -0.1218
H -1.3741 -1.3528 2.0262 0.3198 -0.1464 0.4686
H -0.9204 1.5036 1.7994 -0.2022 -0.2751 0.3449
H -2.2427 0.7802 1.3159 -0.1528 -0.1476 0.1948
```
Positions in Å, forces in eV/Å.

- Kohn-Sham gap: 6.29 eV
- Highest occupied orbital energy: -2.40 eV
- SMILES string: C[C@H](C[S-])NCN
- Total charge: -1

=====

Entry from OMol25: an isolated ion of composition C4H11N2S and charge -2 (wB97M-V/def2-TZVPD).

```
18
Properties=species:S:1:pos:R:3:forces:R:3
C -1.5792 1.3412 -0.7636 0.3542 0.3242 0.2747
N -1.6789 -0.0012 -0.1863 0.2120 -0.1621 0.1025
C -0.4886 -0.8559 -0.4219 0.1509 0.1485 0.6916
C 0.1053 -1.4629 0.8687 -0.9560 -0.0848 -0.0623
S 1.7656 -2.1479 0.6916 0.2443 -0.1616 -0.0135
C -0.5892 2.2802 -0.0302 0.2825 -0.3740 0.0178
N 0.6490 2.5900 -0.7802 0.2601 -0.1052 -0.0856
H -1.2169 1.2291 -1.7886 -0.4783 0.1076 -0.1415
H -2.5732 1.8145 -0.7110 0.0234 -0.1342 -0.2064
H -1.7481 0.1376 0.8160 -0.1866 -0.1320 -0.0079
H 0.3114 -0.2843 -0.8932 -0.0140 -0.0416 -0.2277
H -0.7742 -1.6969 -1.0561 0.1644 0.0776 -0.3006
H -0.6090 -2.2347 1.1925 0.1339 -0.1280 -0.0071
H 0.0376 -0.7246 1.6738 0.3012 0.3159 -0.0726
H -0.2877 1.7618 0.8876 -0.1749 0.2046 0.0901
H -1.0684 3.2203 0.2643 -0.1640 0.0293 -0.0754
H 1.4450 2.1978 -0.2883 -0.0294 0.0250 0.0629
H 0.6476 2.0963 -1.6648 -0.1238 0.0907 -0.0389
```
Positions in Å, forces in eV/Å.

- Spin multiplicity: 2
- Kohn-Sham gap (spin up / spin down): 1.75 / 5.96 eV
- Highest occupied orbital energy (spin up / spin down): 4.12 / -0.10 eV
- <S²>: 0.751
- Total charge: -2

=====

Entry from OMol25: an isolated ion of composition C4H11N2S and charge -2 at a distorted geometry (wB97M-V/def2-TZVPD).

```
18
Properties=species:S:1:pos:R:3:forces:R:3
N -0.8450 -0.2949 -1.2882 1.0508 1.4120 -0.8324
C 0.0979 -0.0539 -0.1844 -0.6223 -1.1704 2.1501
C 1.0220 1.1486 -0.2689 0.7980 -0.2499 -1.0639
S 2.0162 1.1650 -1.8534 -0.3752 0.1858 0.4606
C -0.6895 0.0162 1.1313 -1.5702 0.8695 1.4104
N -1.0416 -1.2804 1.7412 0.6129 -0.4163 -0.7985
C -2.3103 -1.6260 2.4207 1.2108 -0.0112 -1.0417
H -0.7794 -1.2291 -1.6687 0.1308 -0.2682 0.3670
H -0.3448 0.2604 -2.0039 -0.5756 -0.2283 -0.3070
H 0.7698 -0.9061 -0.0156 0.0982 -0.1128 -0.4728
H 1.7036 0.9938 0.5672 0.1050 0.2035 0.0383
H 0.5389 2.1128 -0.1069 -0.3385 -0.0374 -0.1126
H -0.2120 0.5974 1.9397 0.7065 -0.1281 -0.3771
H -1.5717 0.6692 0.9751 -0.1190 -0.5577 -0.3961
H -0.7989 -2.0125 1.0843 -0.1747 0.0171 0.1339
H -3.1457 -1.7707 1.7143 -0.1629 0.2919 0.1877
H -2.1087 -2.6247 2.8597 -0.4628 0.4832 0.3592
H -2.5349 -0.8292 3.1306 -0.3117 -0.2829 0.2949
```
Positions in Å, forces in eV/Å.

- Spin multiplicity: 2
- Kohn-Sham gap (spin up / spin down): 1.85 / 6.14 eV
- Highest occupied orbital energy (spin up / spin down): 3.82 / -0.50 eV
- <S²>: 0.751
- Total charge: -2